Density functional theory data (wB97M-V/def2-TZVPD) for C48H93Br9Hg2N5O5 as an isolated structure.

Positions of all 162 atoms, in Å:
1 Hg 1.66 1.23 0.19
2 Hg -2.20 0.15 0.31
3 C 2.07 4.47 0.99
4 C 3.09 3.81 1.94
5 C 2.47 3.95 3.39
6 C 3.07 3.04 4.44
7 C 3.02 1.64 3.86
8 C 3.85 1.53 2.60
9 N 3.30 2.41 1.56
10 O 3.88 2.30 0.27
11 C 3.65 0.05 2.16
12 C 5.36 1.56 2.87
13 C 4.37 4.69 1.99
14 H 1.22 3.87 0.67
15 H 2.65 4.67 0.09
16 H 1.76 5.42 1.43
17 H 1.38 3.81 3.38
18 H 2.62 5.00 3.63
19 H 2.52 3.03 5.38
20 H 4.09 3.38 4.64
21 H 1.97 1.37 3.69
22 H 3.29 0.85 4.57
23 H 4.07 -0.67 2.87
24 H 4.15 -0.16 1.21
25 H 2.58 -0.19 2.16
26 H 5.64 0.99 3.75
27 H 5.72 2.59 2.93
28 H 5.90 1.10 2.05
29 H 4.19 5.77 1.98
30 H 5.02 4.45 1.15
31 H 4.90 4.39 2.89
32 C 2.35 4.31 -3.32
33 C 2.26 2.96 -4.07
34 C 3.01 3.23 -5.37
35 C 3.22 2.03 -6.25
36 C 3.97 0.97 -5.45
37 C 3.36 0.67 -4.07
38 N 3.00 1.91 -3.37
39 O 2.48 1.68 -2.09
40 C 4.52 -0.03 -3.30
41 C 2.17 -0.34 -4.30
42 C 0.78 2.66 -4.33
43 H 1.80 4.35 -2.38
44 H 2.20 5.15 -4.00
45 H 3.40 4.40 -3.04
46 H 4.01 3.63 -5.16
47 H 2.57 4.07 -5.91
48 H 3.62 2.14 -7.27
49 H 2.24 1.61 -6.50
50 H 4.99 1.34 -5.30
51 H 4.11 0.11 -6.12
52 H 4.29 -0.28 -2.27
53 H 5.43 0.57 -3.27
54 H 4.76 -0.95 -3.84
55 H 1.35 -0.22 -3.59
56 H 2.62 -1.33 -4.32
57 H 1.80 -0.25 -5.33
58 H 0.66 1.77 -4.96
59 H 0.23 3.47 -4.82
60 H 0.27 2.46 -3.39
61 C -1.62 4.44 2.21
62 C -2.34 3.16 1.77
63 C -3.85 3.44 1.51
64 C -4.09 4.09 0.15
65 C -3.38 3.42 -1.02
66 C -1.90 3.04 -0.76
67 N -1.73 2.50 0.61
68 O -0.45 2.00 0.91
69 C -1.01 4.28 -0.94
70 C -1.55 2.04 -1.86
71 C -2.43 2.23 2.99
72 H -1.89 4.67 3.25
73 H -1.99 5.28 1.61
74 H -0.54 4.36 2.16
75 H -4.28 4.08 2.29
76 H -4.48 2.54 1.55
77 H -3.84 5.15 0.22
78 H -5.16 4.07 -0.06
79 H -3.52 4.02 -1.93
80 H -4.03 2.59 -1.34
81 H -1.30 4.69 -1.91
82 H 0.05 4.09 -1.11
83 H -1.12 5.13 -0.26
84 H -2.12 1.12 -1.75
85 H -0.49 1.78 -1.80
86 H -1.69 2.44 -2.87
87 H -1.42 2.11 3.41
88 H -2.93 1.28 2.80
89 H -2.99 2.63 3.83
90 C -0.99 -2.74 1.78
91 C 0.22 -1.83 1.96
92 C 1.15 -2.58 2.97
93 C 1.94 -3.69 2.28
94 C 2.58 -3.22 0.99
95 C 1.70 -2.44 0.01
96 N 0.91 -1.44 0.72
97 O 0.10 -0.63 -0.13
98 C 0.86 -3.48 -0.81
99 C 2.59 -1.76 -1.05
100 C -0.24 -0.63 2.81
101 H -1.69 -2.28 1.07
102 H -1.66 -2.81 2.64
103 H -0.87 -3.70 1.29
104 H 0.57 -2.85 3.85
105 H 1.90 -1.84 3.27
106 H 1.26 -4.54 2.15
107 H 2.68 -4.01 3.02
108 H 2.88 -4.12 0.45
109 H 3.54 -2.72 1.11
110 H 0.19 -2.95 -1.49
111 H 0.38 -4.22 -0.18
112 H 1.45 -4.04 -1.55
113 H 2.05 -1.49 -1.95
114 H 3.40 -2.46 -1.25
115 H 3.04 -0.84 -0.67
116 H -1.13 -0.15 2.41
117 H 0.50 0.16 2.93
118 H -0.62 -0.83 3.82
119 C -2.74 -2.55 -1.89
120 C -4.02 -2.62 -1.02
121 C -3.83 -4.01 -0.34
122 C -4.74 -4.26 0.88
123 C -4.75 -3.02 1.77
124 C -4.98 -1.68 1.10
125 N -4.02 -1.54 -0.01
126 O -4.26 -0.28 -0.65
127 C -4.72 -0.65 2.22
128 C -6.48 -1.51 0.75
129 C -5.27 -2.67 -1.91
130 H -1.85 -2.39 -1.28
131 H -2.84 -1.70 -2.58
132 H -2.64 -3.38 -2.59
133 H -2.80 -4.29 -0.10
134 H -4.12 -4.73 -1.11
135 H -4.32 -5.07 1.48
136 H -5.71 -4.61 0.53
137 H -3.74 -3.05 2.19
138 H -5.41 -3.24 2.62
139 H -3.69 -0.63 2.60
140 H -5.33 -0.82 3.11
141 H -4.95 0.36 1.89
142 H -6.91 -2.45 0.42
143 H -6.65 -0.67 0.08
144 H -7.06 -1.20 1.62
145 H -6.10 -3.18 -1.41
146 H -5.03 -3.04 -2.90
147 H -5.69 -1.68 -2.14
148 C -0.79 -5.63 4.51
149 Br -2.61 -5.91 3.89
150 Br 0.03 -7.29 5.26
151 Br -0.64 -4.31 5.96
152 H -0.18 -5.32 3.67
153 C 1.05 -4.97 -4.45
154 Br -0.24 -3.55 -4.87
155 Br 2.68 -4.46 -5.37
156 Br 0.42 -6.75 -5.06
157 H 1.15 -5.08 -3.38
158 C -1.94 -6.95 0.57
159 Br -3.24 -8.34 1.10
160 Br -1.86 -6.83 -1.35
161 Br -0.18 -7.16 1.46
162 H -2.42 -6.05 0.92

Computed properties:
HOMO level = -2.793 eV
LUMO energy = 1.012 eV
Total charge = -1
ΔE to the lowest compared entry with this formula, charge and spin = 0.00 kcal per mole
Kohn-Sham gap = 3.8 eV